[1]
{
  "formula": "C6H10ClN",
  "method": "ωB97M-V/def2-TZVPD",
  "smiles": "C=C/C(=C\\CN)CCl",
  "relative_energy_kj_mol": 128.5,
  "multiplicity": 1,
  "elements": ["C", "C", "C", "C", "C", "C", "H", "H", "H", "H", "H", "H", "H", "H", "H", "H", "N", "Cl"],
  "coordinates": [[0.1587, -1.1649, -1.1156], [0.1961, 0.3001, -0.8226], [0.1265, 0.8303, 0.4240], [0.4244, 2.2989, 0.6507], [-0.2742, -0.0035, 1.6246], [-1.0749, -1.0804, 1.7276], [0.5444, -0.9773, -3.0308], [0.7885, -2.4837, -2.4888], [0.5891, -1.6906, -0.2367], [-0.9226, -1.4482, -1.2309], [0.3861, 0.9738, -1.6734], [1.3084, 2.3193, 1.2763], [0.6984, 2.7909, -0.3336], [-0.0458, 0.5337, 2.5256], [-1.4125, -1.5383, 0.7992], [-1.4980, -1.3489, 2.6797], [0.9090, -1.5049, -2.2971], [-0.9016, 3.1936, 1.5218]]
}


[2]
{
  "formula": "C6H10F4Li2N2O14S4",
  "method": "ωB97M-V/def2-TZVPD",
  "multiplicity": 1,
  "elements": ["Li", "Li", "N", "S", "O", "O", "F", "S", "O", "O", "F", "N", "S", "O", "O", "F", "S", "O", "O", "F", "C", "C", "O", "C", "O", "O", "H", "H", "H", "H", "C", "O", "C", "O", "O", "C", "H", "H", "H", "H", "H", "H"],
  "coordinates": [[-13.5167, 18.7705, 14.7339], [-11.1236, 19.1121, 12.2240], [-11.8158, 16.4062, 13.6921], [-10.7674, 15.7803, 14.9836], [-9.4802, 15.1741, 14.6545], [-11.4857, 15.1567, 16.1048], [-10.3093, 17.2167, 15.6246], [-12.1421, 14.9858, 13.2183], [-13.1228, 14.2932, 14.0731], [-11.0460, 14.2755, 12.6110], [-12.9100, 15.3856, 11.8452], [-13.0307, 21.2830, 13.0393], [-14.4073, 21.6505, 12.1056], [-14.1554, 22.0153, 10.6748], [-15.5725, 22.2217, 12.8024], [-14.7912, 20.0652, 11.8964], [-12.6221, 22.7381, 13.0093], [-13.4639, 23.7409, 13.5724], [-11.7143, 23.0471, 11.8752], [-11.4784, 22.5000, 14.1232], [-4.4215, 20.8540, 14.2505], [-5.1937, 22.1340, 14.1771], [-6.3111, 21.7902, 13.3541], [-6.4836, 20.5447, 13.2578], [-7.4319, 19.9279, 12.7644], [-5.4550, 19.9653, 13.9403], [-3.8907, 20.5581, 15.1554], [-3.7173, 20.7750, 13.4222], [-4.6237, 22.9519, 13.7364], [-5.5055, 22.5158, 15.1492], [-9.6180, 16.3312, 8.1331], [-10.7209, 16.6797, 7.3998], [-11.3486, 17.7905, 7.6992], [-11.1901, 18.4889, 8.6823], [-12.4058, 17.9112, 6.8167], [-13.3884, 18.9124, 7.0268], [-9.4994, 16.7914, 9.1140], [-8.7240, 16.2622, 7.5133], [-9.8187, 15.3013, 8.4282], [-13.9621, 19.0257, 6.1070], [-13.0088, 19.9335, 7.0611], [-13.9718, 18.6084, 7.8959]]
}


[3]
{
  "formula": "C6H10F4N2O",
  "method": "ωB97M-V/def2-TZVPD",
  "smiles": "N/N=C(\\F)C(F)(F)F.CCC(C)=O",
  "relative_energy_kj_mol": 0.0,
  "multiplicity": 1,
  "elements": ["C", "C", "C", "C", "C", "C", "N", "N", "O", "F", "F", "F", "F", "H", "H", "H", "H", "H", "H", "H", "H", "H", "H"],
  "coordinates": [[0.0789, -0.9484, 3.0642], [0.4104, -1.7413, -0.2254], [-0.0181, -0.0975, 1.7850], [-0.5339, -0.7684, 0.5318], [0.0210, 1.3882, -1.4879], [1.5183, 1.5928, -1.5718], [-1.9081, 0.8075, -2.3766], [-0.6221, 0.8387, -2.3902], [-1.6592, -0.5823, 0.0507], [-0.5081, 1.9925, -0.3064], [1.7890, 2.2815, -2.6887], [1.9361, 2.1977, -0.4548], [2.1181, 0.4130, -1.6545], [-0.9413, -1.2443, 3.1211], [0.1515, -0.4220, 3.9854], [0.8282, -1.6797, 2.9604], [0.5857, -1.4188, -1.2491], [-0.1183, -2.6327, -0.3017], [1.3168, -1.9147, 0.3486], [0.9924, 0.3856, 1.5751], [-0.8081, 0.6439, 1.9601], [-2.2217, 0.2128, -3.1426], [-2.4075, 0.6959, -1.5328]]
}


[4]
{
  "formula": "C6H10FN",
  "method": "ωB97M-V/def2-TZVPD",
  "smiles": "C[C@@H]1N[C@@H](C)C=C1F",
  "relative_energy_kj_mol": 34.4,
  "multiplicity": 1,
  "elements": ["C", "C", "C", "C", "C", "C", "H", "H", "H", "H", "H", "H", "H", "H", "H", "H", "N", "F"],
  "coordinates": [[-0.4323, 0.0261, 2.4970], [0.2266, 0.3833, 1.1160], [-0.5400, -0.2187, -1.1333], [-0.1056, 0.5071, -2.4729], [0.6743, -1.0318, -0.5832], [1.0684, -0.7521, 0.6413], [-1.1442, -0.8393, 2.4533], [0.3758, -0.3763, 3.1314], [-0.9940, 0.8537, 2.9515], [0.8598, 1.2410, 1.2316], [-1.1456, 1.5229, -0.0855], [-1.3602, -0.9285, -1.2934], [0.8304, 1.1310, -2.2925], [-0.8630, 1.1857, -2.7796], [0.1190, -0.2207, -3.2430], [1.8952, -1.1646, 1.1929], [-0.7851, 0.5977, 0.0455], [1.3205, -1.9165, -1.3769]]
}


Number 1: E_LUMO 0.757 eV, E_tot -749.5075 hartree, highest occupied orbital energy -0.32759 Eh. Number 2: E_LUMO -2.636 eV, E_tot -3404.6177 hartree, highest occupied orbital energy -0.39044 Eh. Number 3: E_LUMO 0.765 eV, E_tot -818.7808 hartree, highest occupied orbital energy -0.34555 Eh. Number 4: E_LUMO 1.076 eV, E_tot -389.2015 hartree, highest occupied orbital energy -0.31452 Eh.